[1]
17
Properties=species:S:1:pos:R:3:forces:R:3 method="wB97M-V/def2-TZVPD" lumo_ev=3.968 gap_ha=0.2236 homo_energy_ev=-2.1 smiles=CC(C)CC[O-] e_tot_ha=-272.324865 e_above_lowest_kcal_mol=1.4 total_charge=-1
C -1.3109 -0.5068 -1.3122 0.239 -0.514 -0.173
C -0.0409 -0.3114 -0.4877 -0.152 -0.160 0.239
C 0.2423 -1.5671 0.3523 -0.101 0.775 0.453
C -0.1476 0.9406 0.3836 0.340 0.074 -0.219
C 1.2162 1.5321 0.9107 -0.212 -0.489 -0.200
O 1.7273 2.4916 0.1407 0.038 0.059 -0.057
H -1.2930 -1.4825 -1.8196 0.073 0.147 -0.163
H -2.1944 -0.5512 -0.6678 -0.028 0.357 -0.023
H -1.3839 0.2852 -2.0647 -0.300 -0.093 0.162
H 0.7838 -0.1837 -1.1874 0.233 0.180 -0.047
H 0.9531 -1.3056 1.1459 0.081 -0.194 -0.255
H 0.6519 -2.3676 -0.2619 -0.142 -0.246 0.094
H -0.6788 -1.8652 0.8777 0.129 -0.224 -0.270
H -0.5960 1.7364 -0.2217 -0.031 0.071 0.188
H -0.8142 0.7114 1.2210 -0.231 -0.038 0.137
H 1.8909 0.6207 1.0138 -0.052 0.173 0.125
H 0.9944 1.8229 1.9774 0.116 0.122 0.009


[2]
17
Properties=species:S:1:pos:R:3:forces:R:3 method="wB97M-V/def2-TZVPD" lumo_ev=-5.817 gap_ha=0.3615 homo_energy_ev=-15.7 e_tot_ha=-271.964755 e_above_lowest_kcal_mol=39.5 total_charge=+1
C 0.7116 -1.7438 1.6778 2.359 0.714 4.221
C -1.4350 1.5030 -1.2087 5.286 -3.579 -1.614
C 1.5182 0.0183 -0.2715 -0.032 -3.306 -1.225
C -1.1219 0.6709 0.0213 -0.986 -2.568 2.376
C 0.0074 -0.3666 -0.1134 0.306 -1.257 -3.804
O -0.1506 -1.4943 0.8782 -0.671 0.758 -0.150
H 0.5897 -2.6579 2.2522 -0.003 -0.308 -0.171
H 1.5530 -1.0135 2.1094 -1.715 -1.409 -1.651
H -0.3415 -1.1385 -0.8995 0.911 1.955 0.048
H -0.4239 1.8618 -1.6197 -1.599 0.010 0.404
H -2.0523 2.2487 -1.0268 -2.750 3.536 0.967
H 2.2025 -0.7067 0.2478 -0.732 0.674 -0.240
H 1.9653 -0.1031 -1.3100 -1.321 0.520 0.920
H 1.7120 0.9511 0.1042 0.519 2.402 0.842
H -0.8741 1.2384 0.9866 -0.874 -0.461 -1.350
H -2.0124 -0.1195 0.1516 1.374 2.235 0.428
H -1.8480 0.8517 -1.9794 -0.072 0.087 -0.001


[3]
18
Properties=species:S:1:pos:R:3:forces:R:3 method="wB97M-V/def2-TZVPD" lumo_ev=4.003 gap_ha=0.2927 homo_energy_ev=-4.0 e_tot_ha=-347.610277 e_above_lowest_kcal_mol=24.7 total_charge=-1
C -0.7373 1.7122 -1.0519 0.530 -1.618 1.775
C -1.9517 0.6560 -0.9142 1.397 -0.093 -0.516
O -2.6299 0.8581 0.0902 -1.144 0.461 1.174
O -2.0287 -0.3147 -1.6971 0.334 0.343 -0.552
H -0.9388 2.4715 -1.7771 0.027 0.290 -0.847
H 0.2600 1.0883 -1.2884 -2.087 1.784 0.615
H -0.7980 2.2443 -0.0133 0.797 -0.928 -1.948
C 0.3402 -1.0420 0.8237 -2.336 -0.946 -0.791
C 0.8909 0.1987 1.4374 -0.796 3.333 -1.860
C 1.1173 -1.6885 -0.3360 2.060 1.892 1.295
H 0.0930 -1.7732 1.6086 0.368 -0.123 -0.200
H -0.6802 -0.8084 0.4170 0.919 -0.188 0.297
H 1.7222 0.5779 0.7948 -0.178 -0.241 0.691
H 1.2005 0.1337 2.4555 0.291 -0.102 0.733
H 1.4655 -0.9075 -1.0602 -0.441 -0.490 0.533
H 2.0594 -2.1370 0.0707 -0.668 -0.094 -0.491
H 0.1027 1.0891 1.3060 1.649 -2.055 0.776
H 0.5130 -2.3584 -0.8656 -0.723 -1.226 -0.686


[4]
18
Properties=species:S:1:pos:R:3:forces:R:3 method="wB97M-V/def2-TZVPD" lumo_ev=4.262 gap_ha=0.2635 homo_energy_ev=-2.9 smiles=CCO[C@H]([O-])CC e_tot_ha=-347.590436 e_above_lowest_kcal_mol=37.2 total_charge=-1
C 2.0413 1.7094 1.5612 0.088 -0.089 0.308
C 1.0433 0.5692 1.4982 -0.209 0.076 -0.154
O 0.2325 0.7218 0.3751 0.044 -0.079 -0.079
C -0.5101 -0.5889 0.0217 0.141 0.184 0.114
O 0.1980 -1.6598 0.1614 0.045 -0.063 -0.002
C -0.9664 -0.2852 -1.4132 -0.070 -0.346 0.131
C -1.8314 -1.4241 -1.9420 0.037 0.223 0.068
H 2.7906 1.5000 2.3330 0.064 0.033 -0.058
H 1.5489 2.6389 1.8420 -0.051 0.192 -0.144
H 2.5407 1.8402 0.6008 0.000 -0.016 -0.003
H 1.5508 -0.3961 1.4596 0.046 -0.113 -0.023
H 0.4341 0.5846 2.4205 0.001 -0.091 0.094
H -1.3972 -0.5135 0.7121 -0.113 -0.018 -0.021
H -0.0463 -0.2327 -1.9962 0.031 0.185 -0.123
H -1.4950 0.6673 -1.4596 0.000 0.161 -0.005
H -1.2286 -2.3310 -1.9375 -0.081 -0.091 -0.114
H -2.2113 -1.2034 -2.9448 0.063 -0.158 -0.041
H -2.6938 -1.5967 -1.2925 -0.036 0.011 0.053


[5]
18
Properties=species:S:1:pos:R:3:forces:R:3 method="wB97M-V/def2-TZVPD" lumo_ev=3.725 gap_ha=0.2792 homo_energy_ev=-3.9 e_tot_ha=-347.633268 e_above_lowest_kcal_mol=10.3 total_charge=-1
C 1.2885 -1.0267 1.5606 -0.468 0.173 -0.078
C 0.5889 -0.1117 2.5775 -0.945 -0.314 0.007
H 0.5429 -1.5887 0.9963 0.043 -0.105 0.031
H 1.7715 -0.4049 0.8109 0.415 -0.226 0.031
H 1.9679 -1.7544 2.0087 0.167 0.278 -0.023
H 0.8332 0.9411 2.4829 0.430 0.082 0.102
H 0.6732 -0.4281 3.6156 0.421 0.033 0.092
H -0.4905 -0.1389 2.4072 -0.022 -0.005 -0.145
C -0.2088 0.2645 -1.2885 -0.512 -0.267 -0.136
C -0.5089 1.5484 -2.0322 -1.244 -0.276 -1.102
C -1.3731 -0.7692 -1.4376 -0.169 0.253 -0.020
O -1.0343 -1.9703 -1.4948 0.027 -0.079 0.021
O -2.5263 -0.2730 -1.4212 0.154 -0.183 -0.062
H 0.6998 -0.1946 -1.6814 0.112 -0.028 0.405
H -0.2046 0.3860 -0.2033 0.600 0.298 -0.006
H -1.4387 2.0068 -1.6909 0.315 0.253 0.573
H -0.8718 1.2407 -3.0303 0.542 0.109 -0.027
H 0.2913 2.2728 -2.1797 0.135 0.004 0.335


[6]
18
Properties=species:S:1:pos:R:3:forces:R:3 method="wB97M-V/def2-TZVPD" lumo_ev=3.409 gap_ha=0.2576 homo_energy_ev=-3.6 e_tot_ha=-347.617566 e_above_lowest_kcal_mol=20.1 total_charge=-1
C 0.3298 -1.4634 -2.2698 1.205 -0.781 -1.508
C -0.2508 -0.1615 -2.7982 -1.386 0.942 1.413
H 1.0175 -1.4007 -1.4234 -0.252 0.473 -0.047
H -0.2907 -2.3284 -2.0767 -0.803 0.279 0.113
H 0.9307 -1.7949 -3.1222 0.411 -0.459 0.257
H 0.0512 0.1907 -3.7741 0.575 -0.379 -0.286
H 0.0202 0.6115 -2.0822 -0.006 0.350 -0.094
H -1.3507 -0.0960 -2.8387 0.251 -0.413 0.193
C -0.5811 0.5412 1.7000 1.172 -1.210 -1.597
C 0.4599 1.6258 1.7679 0.982 1.079 -0.306
C -0.3057 -0.5076 2.7865 -0.955 -0.696 1.599
O -1.3099 -1.1349 3.2053 -0.196 -0.005 -0.310
O 0.8711 -0.6696 3.1931 0.002 0.484 -0.695
H -1.5984 0.8970 1.5194 -0.004 -0.071 0.864
H -0.4079 -0.1119 0.7893 -0.010 0.817 0.445
H 0.1879 2.5649 1.2785 -0.245 0.019 -0.109
H 1.4420 1.3662 1.3733 -0.142 -0.461 -0.498
H 0.7851 1.8719 2.7720 -0.601 0.034 0.566


[7]
19
Properties=species:S:1:pos:R:3:forces:R:3 method="wB97M-V/def2-TZVPD" lumo_ev=-6.252 gap_ha=0.2643 homo_energy_ev=-13.4 e_tot_ha=-745.395591 e_above_lowest_kcal_mol=15.4 total_charge=+1
C -3.0510 -0.8729 0.7604 -0.422 -0.250 1.154
C 0.9709 1.4070 -0.1222 -2.871 1.042 -0.754
C 1.5954 0.0576 -0.5057 2.230 0.101 1.448
C -0.5624 1.5564 -0.6695 2.827 -1.217 -1.460
C 1.5916 -1.0753 0.6063 -1.304 -0.094 -1.389
O -1.1416 0.3415 -0.1817 -1.693 -1.480 0.124
O 0.6254 -2.0454 0.0666 0.707 -0.574 0.444
S -2.5559 -0.3147 -0.6478 1.157 1.116 1.151
H -4.0548 -1.2785 0.9846 0.579 -0.118 -0.896
H -2.4012 -0.8379 1.6578 -0.162 0.320 -0.758
H 0.8025 1.5840 0.9693 0.661 -0.346 -0.730
H 1.3844 2.3445 -0.5542 0.523 -0.848 0.344
H 1.1134 -0.3706 -1.3694 -0.087 0.038 -0.313
H 2.6652 0.1962 -0.7392 -0.442 0.300 -0.265
H -0.9482 2.4220 -0.2524 -1.282 1.402 1.290
H -0.7288 1.6627 -1.7648 0.620 -0.434 0.513
H 2.5597 -1.5499 0.9429 -0.872 0.581 -0.952
H 1.1286 -0.6759 1.5051 -0.118 -0.136 0.125
H 1.0066 -2.5505 -0.6861 -0.050 0.598 0.923


[8]
19
Properties=species:S:1:pos:R:3:forces:R:3 method="wB97M-V/def2-TZVPD" lumo_ev=3.075 gap_ha=0.2540 homo_energy_ev=-3.8 e_tot_ha=-422.868797 e_above_lowest_kcal_mol=28.2 total_charge=-1
C -1.9466 -0.9542 0.9905 -0.573 1.448 0.106
C -0.9307 -0.1231 1.7915 0.399 -0.691 -0.544
O -3.1505 -0.1688 0.8117 -0.117 -0.102 -0.629
H -1.5994 -1.0629 -0.0279 0.183 -0.402 -0.108
H -2.2818 -1.9044 1.4114 0.678 -0.134 0.122
H 0.1149 -0.3285 1.5393 -0.154 -0.679 0.125
H -3.5376 0.0921 1.6442 0.142 -0.066 0.462
H -1.0684 -0.2603 2.8628 -0.050 0.429 0.079
H -0.9800 0.9031 1.4312 -0.579 0.167 0.438
C 1.4087 -0.1231 -0.8959 0.898 0.803 -0.052
C 1.0350 1.3530 -0.8164 -0.822 0.194 -0.555
C 2.3186 -0.4264 -2.1471 -0.824 -0.681 0.369
O 3.1219 0.4552 -2.4824 0.361 0.374 -0.166
O 2.1295 -1.5672 -2.6285 0.181 0.022 -0.165
H 2.0654 -0.3325 -0.0454 -0.152 -0.358 0.140
H 0.5590 -0.7970 -0.9150 -0.064 -0.075 0.131
H 1.8655 1.9610 -1.1700 0.135 -0.059 0.115
H 0.6789 1.7330 0.1454 0.256 -0.219 0.218
H 0.1977 1.5510 -1.4994 0.100 0.027 -0.087


[9]
19
Properties=species:S:1:pos:R:3:forces:R:3 method="wB97M-V/def2-TZVPD" lumo_ev="0.418 / -1.865" gap_ha="0.3723 / 0.3083" homo_energy_ev="-9.7 / -10.3" spin_multiplicity=2 e_tot_ha=-422.729322 s_squared=0.77 e_above_lowest_kcal_mol=27.1 total_charge=0
C 0.8541 -1.5832 0.6501 -0.339 -0.081 -1.044
O -0.5185 -1.9386 0.3948 -0.304 1.406 -0.422
C 0.9413 -0.2738 1.4100 3.280 -0.450 1.839
C 0.4268 0.9801 0.6937 -1.525 -0.179 1.560
C -1.0749 1.0923 0.8704 0.829 -0.177 1.367
C -2.0658 1.2180 -0.0931 0.228 0.795 -1.833
O -3.2814 1.1638 0.1251 0.705 0.055 -0.320
H 1.3427 -2.4647 1.1470 -0.619 1.009 -0.130
H 1.4208 -1.4343 -0.3089 -0.494 -0.247 0.466
H 2.1345 -0.1748 1.5946 -2.654 0.118 -0.225
H 0.4763 -0.4060 2.4333 0.429 0.346 -1.103
H 0.8468 1.8725 1.1244 0.256 0.366 0.919
H 0.7994 1.0965 -0.2776 0.081 -0.479 -1.965
H -1.4683 1.1080 1.8891 0.342 -0.249 -0.018
H -1.0224 -1.1003 0.1441 1.000 -1.739 0.476
H -1.5739 1.4869 -1.0981 -1.206 -0.476 0.426
H 0.6867 0.4438 -3.9560 0.073 0.495 -0.350
H 0.4058 -0.5824 -2.8965 0.293 -0.226 -1.176
O 0.6699 -0.5038 -3.8464 -0.377 -0.288 1.535


[10]
20
Properties=species:S:1:pos:R:3:forces:R:3 method="wB97M-V/def2-TZVPD" lumo_ev=0.300 gap_ha=0.3144 homo_energy_ev=-8.3 smiles="COP(O)C=O.C=CC" e_tot_ha=-764.057380 e_above_lowest_kcal_mol=91.2 total_charge=0
C -2.6797 -2.0717 1.0302 1.845 -2.234 -2.491
O -2.1039 -1.4141 -0.1250 -0.900 0.581 0.213
P -1.7082 0.1871 -0.3235 -1.366 -0.397 0.511
O -1.6701 0.1396 -1.9455 3.342 -3.022 -2.577
C -3.4207 1.2270 -0.3530 0.542 0.819 -0.868
O -3.8436 1.9666 0.4933 0.377 -0.704 0.898
H -3.0616 -3.0643 0.5636 1.173 1.281 1.337
H -3.5187 -1.6696 1.4589 -2.124 1.819 0.670
H -1.8971 -2.0966 1.7849 -0.080 -0.793 0.134
H -0.8878 -0.5991 -2.4240 -3.555 3.559 2.620
H -3.8335 1.4387 -1.3611 0.045 -0.830 -0.440
C 1.9225 0.1852 -1.5925 -4.007 -0.095 3.084
C 1.4663 0.6226 -0.3507 0.452 -4.017 -2.544
C 2.3371 1.5169 0.3875 0.975 0.086 1.826
H 1.3562 -0.5794 -2.1382 0.457 0.182 0.150
H 2.6083 0.7574 -2.1078 1.649 0.886 -1.050
H 0.6360 0.0060 0.2008 1.926 1.529 -1.136
H 3.2089 0.9609 0.7643 -0.332 -0.458 0.171
H 2.8998 2.1898 -0.2627 -0.803 0.860 0.259
H 1.8455 1.8339 1.3265 0.385 0.946 -0.768